(one)
Formula: CH3NO2S
Source: the OMol25 dataset
Level of theory: ωB97M-V with the def2-TZVPD basis set

ORCA input file:
```
! RIJCOSX wB97M-V def2-TZVPD def2/J DEFGRID3
* xyz 0 1
C -1.7989 0.1054 -0.2181
N 0.8987 -0.6203 -0.2336
O -1.4626 -0.9491 0.1279
O 0.1929 1.5410 0.7534
S 0.3432 0.8633 -0.6587
H -0.5976 1.2745 1.2011
H 0.5544 -1.5528 -0.5071
H 1.8698 -0.6621 -0.4649
*
```

Summary:
**Frontier orbital gap**: 9.457 eV
**HOMO level**: -8.740 eV

Atom charges from the Löwdin analysis, given in e for atoms 1 to 6:
1. C -0.133
2. N -0.304
3. O -0.075
4. O -0.406
5. S 0.820
6. H 0.004

---

(two)
Formula: CH3NO2S
Source: the OMol25 dataset
Level of theory: ωB97M-V with the def2-TZVPD basis set

ORCA input file:
```
! RIJCOSX wB97M-V def2-TZVPD def2/J DEFGRID3
* xyz 0 1
C 0.0690 -0.0761 -0.9757
N -0.1022 0.8849 1.0909
O 0.7033 0.6258 0.0311
O -0.3778 -1.2150 1.2515
S -0.9910 -1.3705 -0.1030
H -0.6636 0.5089 -1.5374
H 0.8412 -0.4934 -1.6177
H 0.5210 1.1352 1.8603
*
```

Summary:
**Frontier orbital gap (spin up / spin down)**: 7.512 / 9.328 eV
**HOMO level (spin up / spin down)**: -8.414 / -8.922 eV

Atom charges from the Löwdin analysis, given in e for atoms 1 to 6:
1. C -0.402
2. N 0.054
3. O -0.235
4. O -0.576
5. S 0.905
6. H 0.083

---

(three)
Formula: CH3NO2S
Source: the OMol25 dataset
Level of theory: ωB97M-V with the def2-TZVPD basis set

ORCA input file:
```
! RIJCOSX wB97M-V def2-TZVPD def2/J DEFGRID3
* xyz 0 1
O -1.9129 0.5628 -0.9242
C -1.0797 0.0710 -0.2176
O -1.1445 -1.0558 0.3684
N 0.4257 0.6457 0.2996
S 1.5007 -0.0857 -0.7963
H -0.2791 -1.0931 0.7839
H 0.4326 1.6565 0.1593
H 2.0571 -0.7014 0.3268
*
```

Summary:
**SMILES**: O=C(O)NS
**Frontier orbital gap**: 10.020 eV
**HOMO level**: -9.717 eV

Atom charges from the Löwdin analysis, given in e for atoms 1 to 6:
1. O 0.127
2. C -0.602
3. O 0.134
4. N -0.411
5. S 0.716
6. H 0.087

---

What are the relative energies? In kcal/mol: (one) 19.7; (two) 86.9; (three) 0.0.

---

(one)
Formula: C3H6N
Source: the OMol25 dataset
Level of theory: ωB97M-V with the def2-TZVPD basis set

ORCA input file:
```
! RIJCOSX wB97M-V def2-TZVPD def2/J DEFGRID3
* xyz 1 1
C 1.4966 0.6143 0.0561
C 0.5454 -0.1871 0.6828
N -0.8503 -0.2914 0.3681
C -1.3431 -0.1054 -0.7969
H 1.2897 1.6998 0.2212
H 2.3157 0.2784 -0.5136
H 0.8830 -0.9877 1.2846
H -1.2083 -0.9298 1.0803
H -2.1541 -0.8099 -1.0688
H -0.9746 0.7188 -1.3138
*
```

Summary:
**SMILES**: C=C[NH+]=C
**Frontier orbital gap**: 7.829 eV
**HOMO level**: -14.109 eV

Atom charges from the Löwdin analysis, given in e for atoms 1 to 6:
1. C 0.119
2. C -0.094
3. N 0.048
4. C 0.193
5. H 0.105
6. H 0.072

---

(two)
Formula: C3H6N
Source: the OMol25 dataset
Level of theory: ωB97M-V with the def2-TZVPD basis set

ORCA input file:
```
! RIJCOSX wB97M-V def2-TZVPD def2/J DEFGRID3
* xyz 1 1
C -2.1567 -0.1018 0.6349
C -2.7861 0.2562 -0.3454
C 1.4576 0.7022 0.1463
N 0.3968 0.3226 -0.2661
H -1.8931 -0.8242 1.6001
H -3.1335 0.8825 -1.0971
H -1.0228 0.1749 0.2802
H 2.4556 1.1283 0.3454
H 3.2350 -1.7036 -0.7533
H 3.4473 -0.8371 -0.5450
*
```

Summary:
**Frontier orbital gap**: 10.520 eV
**HOMO level**: -16.727 eV

Atom charges from the Löwdin analysis, given in e for atoms 1 to 6:
1. C 0.027
2. C 0.273
3. C 0.067
4. N 0.094
5. H 0.221
6. H 0.088

---

What are the relative energies? In kcal/mol: (one) 0.0; (two) 65.8.

---

(one)
Formula: C10H17NO
Source: the OMol25 dataset
Level of theory: ωB97M-V with the def2-TZVPD basis set

ORCA input file:
```
! RIJCOSX wB97M-V def2-TZVPD def2/J DEFGRID3
* xyz 0 1
C -1.1453 -1.6399 1.4107
C -0.2289 -0.9689 2.3487
C 0.4463 -0.2824 3.0857
C 1.2929 0.7023 3.7633
C 1.7542 1.9046 2.9402
O 1.6884 0.6246 4.9170
H -1.7563 -2.3488 1.9469
H -0.6009 -2.0881 0.5826
H -1.8398 -0.9324 0.9411
H 0.8952 2.4642 2.5483
H 2.3713 1.5621 2.0879
H 2.3427 2.5540 3.5997
C -0.2698 -1.8836 -2.1930
C -0.1994 -0.4482 -1.7421
C -1.4651 0.3160 -2.0767
N -1.3949 1.7394 -1.7190
C 1.0949 0.2798 -1.8511
C 0.5870 -0.1041 -0.5075
H -0.4794 -1.9149 -3.2788
H -1.1102 -2.3759 -1.6881
H 0.6551 -2.4329 -1.9958
H -2.3331 -0.1331 -1.5559
H -1.6266 0.1715 -3.1682
H -0.7651 2.1994 -2.3613
H -2.3145 2.1639 -1.8639
H 1.1438 1.3357 -2.0777
H 1.9394 -0.2952 -2.2125
H 1.1192 -0.8922 0.0202
H 0.1988 0.7230 0.0994
*
```

Summary:
**SMILES**: CC#CC(C)=O.CC1(CN)CC1
**Frontier orbital gap**: 10.256 eV
**HOMO level**: -9.598 eV

Atom charges from the Löwdin analysis, given in e for atoms 1 to 6:
1. C -0.084
2. C -0.051
3. C 0.060
4. C -0.451
5. C -0.023
6. O 0.065

---

(two)
Formula: C10H17NO
Source: the OMol25 dataset
Level of theory: ωB97M-V with the def2-TZVPD basis set

ORCA input file:
```
! RIJCOSX wB97M-V def2-TZVPD def2/J DEFGRID3
* xyz 0 1
C 1.2832 1.9441 -0.2033
C 0.2777 0.8362 0.2233
C 0.9731 -0.5649 0.3591
C 1.2959 -1.2851 -0.9415
C 0.0309 -1.8407 -1.5148
C -0.5018 -3.0477 -1.2210
C -1.7054 -3.1820 -2.0081
C -1.7971 -2.0324 -2.7407
O -0.7504 -1.2126 -2.4115
N -0.3182 1.2580 1.5325
C 0.5167 1.4804 2.7423
C -1.4084 2.2344 1.3279
H 1.5488 1.7655 -1.2411
H 2.1880 1.8790 0.3626
H 0.8308 2.9367 -0.1538
H -0.4827 0.7151 -0.5432
H 0.3620 -1.2129 0.9939
H 1.9509 -0.3632 0.8150
H 1.8301 -0.6214 -1.6376
H 1.9483 -2.1459 -0.7567
H -0.0808 -3.7760 -0.5486
H -2.3910 -4.0254 -2.0585
H -2.5896 -1.7848 -3.4239
H 1.0907 0.6053 3.0065
H 1.2189 2.3261 2.6287
H -0.1308 1.6474 3.5996
H -2.1762 1.7792 0.6983
H -1.9540 2.5241 2.2611
H -1.0596 3.1636 0.8534
*
```

Summary:
**SMILES**: C[C@@H](CCc1ccco1)N(C)C
**Frontier orbital gap**: 8.900 eV
**HOMO level**: -7.926 eV

Atom charges from the Löwdin analysis, given in e for atoms 1 to 6:
1. C -0.049
2. C -0.329
3. C -0.155
4. C -0.121
5. C -0.312
6. C -0.037

---

(three)
Formula: C10H17NO
Source: the OMol25 dataset
Level of theory: ωB97M-V with the def2-TZVPD basis set

ORCA input file:
```
! RIJCOSX wB97M-V def2-TZVPD def2/J DEFGRID3
* xyz 0 1
C 0.7704 1.7099 -1.5677
C 0.0323 1.9635 -0.2905
C -1.1732 1.0625 -0.0177
C 0.2097 -1.1317 -0.2757
C -0.6049 -0.1397 0.5857
C 1.5532 -0.6381 -0.9713
C -2.1859 1.8772 0.9106
C -0.5587 -1.7633 -1.4999
C -0.3856 -0.2823 2.0383
C 2.4722 -1.7739 -1.4305
N 1.4249 0.4271 -1.7221
O 0.8613 2.4770 -2.5353
H 0.6694 1.9756 0.5237
H -0.3185 3.0654 -0.3427
H -1.5949 0.9721 -0.9990
H 0.4134 -1.9362 0.4387
H -1.5282 2.4300 1.6641
H -2.7110 1.1772 1.5481
H -2.9256 2.4317 0.3449
H -1.5546 -2.1571 -1.1937
H -0.1165 -2.6976 -1.7374
H -0.7037 -0.9984 -2.2167
H -1.0899 -1.0538 2.3661
H -0.6855 0.6839 2.4383
H 0.6134 -0.6073 2.3261
H 2.2820 -2.2284 -2.4487
H 2.3783 -2.5677 -0.6702
H 3.4029 -1.2825 -1.5070
H 1.8496 0.3457 -2.6744
*
```

Summary:
**Frontier orbital gap (spin up / spin down)**: 7.578 / 7.284 eV
**HOMO level (spin up / spin down)**: -7.065 / -6.487 eV

Atom charges from the Löwdin analysis, given in e for atoms 1 to 6:
1. C -0.377
2. C -0.092
3. C -0.320
4. C -0.240
5. C -0.226
6. C -0.284

---

What are the relative energies? In kcal/mol: (one) 31.9; (two) 0.0; (three) 52.8.

---

(one)
Formula: C2H5FSi
Source: the OMol25 dataset
Level of theory: ωB97M-V with the def2-TZVPD basis set

ORCA input file:
```
! RIJCOSX wB97M-V def2-TZVPD def2/J DEFGRID3
* xyz 0 1
C -0.7359 -1.2837 -0.7929
C 0.3137 -0.5005 -0.6867
F 1.4841 -0.6743 -1.4255
Si 0.4606 1.2480 1.0378
H -1.6105 -1.0505 -0.2919
H -0.7195 -2.0196 -1.5674
H -0.6133 0.9335 1.9970
H 1.7984 1.3815 1.5607
H -0.3775 1.9656 0.1689
*
```

Summary:
**Frontier orbital gap**: 9.941 eV
**HOMO level**: -9.596 eV

Atom charges from the Löwdin analysis, given in e for atoms 1 to 6:
1. C -0.044
2. C -0.334
3. F -0.085
4. Si 0.768
5. H 0.019
6. H 0.053

---

(two)
Formula: C2H5FSi
Source: the OMol25 dataset
Level of theory: ωB97M-V with the def2-TZVPD basis set

ORCA input file:
```
! RIJCOSX wB97M-V def2-TZVPD def2/J DEFGRID3
* xyz 0 1
F 2.7087 0.0834 0.0612
C 1.4360 -0.3271 0.1034
C 0.4512 0.5574 -0.1373
Si -1.3782 0.0233 0.0149
H 1.1952 -1.3900 0.2181
H 0.9687 1.6011 -0.3076
H -2.1078 1.2474 -0.2073
H -1.1123 -0.9503 1.0829
H -2.1613 -0.8452 -0.8284
*
```

Summary:
**SMILES**: F/C=C/[SiH3]
**Frontier orbital gap**: 10.371 eV
**HOMO level**: -9.752 eV

Atom charges from the Löwdin analysis, given in e for atoms 1 to 6:
1. F 0.005
2. C -0.289
3. C -0.277
4. Si 0.631
5. H 0.100
6. H 0.102

---

(three)
Formula: C2H5FSi
Source: the OMol25 dataset
Level of theory: ωB97M-V with the def2-TZVPD basis set

ORCA input file:
```
! RIJCOSX wB97M-V def2-TZVPD def2/J DEFGRID3
* xyz 0 1
C 2.0375 0.3851 -0.2715
C 0.9052 -0.3452 -0.5875
F -1.8179 -0.6971 -0.9999
Si -0.6565 0.4422 -1.2446
H 2.9566 -0.0166 0.1292
H 1.9792 1.4257 -0.5630
H 1.1180 -1.3522 -0.2690
H -3.4856 -0.2020 1.6079
H -3.0366 0.3600 2.1982
*
```

Summary:
**Frontier orbital gap**: 8.396 eV
**HOMO level**: -8.982 eV

Atom charges from the Löwdin analysis, given in e for atoms 1 to 6:
1. C -0.070
2. C -0.375
3. F -0.369
4. Si 0.687
5. H 0.051
6. H 0.020

---

What are the relative energies? In kcal/mol: (one) 39.3; (two) 9.9; (three) 0.0.